Record 1
Below is a cluster of 5 separate species, C26H49N3O13S4 in total, with properties calculated with ωB97M-V with the def2-TZVPD basis set.

Properties
Net charge: 0
HOMO-LUMO gap, eV: 8.907
SMILES: CC(=O)NCCCCc1cnc2ccccc2n1.CCOS(C)(=O)=O.CCOS(C)(=O)=O.CCOS(C)(=O)=O.CCOS(C)(=O)=O
Multiplicity: 1

```
95
Properties=species:S:1:pos:R:3:forces:R:3
C 2.981610 -5.710210 0.747102 -0.7 0.6 -0.5
C 1.985698 -4.529902 0.872386 0.4 0.5 0.4
O 2.178843 -3.698821 1.739829 -0.3 -0.4 -0.4
N 0.857560 -4.428848 0.014594 1.1 -1.2 1.3
C -0.400631 -4.604566 0.808007 -0.5 1.0 -1.7
C -1.566598 -3.941170 0.001247 -0.7 -1.3 0.7
C -2.570373 -3.214199 0.946512 -0.4 -0.2 -1.1
C -2.590918 -1.680262 0.800621 0.5 0.6 0.6
C -1.211487 -1.031470 0.929888 -0.5 -0.3 -0.4
C -0.859432 -0.321269 2.118969 -0.4 0.0 0.7
N 0.275533 0.301873 2.334626 -0.7 -0.8 -1.2
C 1.108121 0.189180 1.259138 1.4 0.7 0.4
C 2.384104 0.832153 1.326525 0.0 0.2 0.5
C 3.278021 0.756817 0.313173 0.6 -0.3 -1.0
C 2.978828 0.001602 -0.874362 0.0 0.4 0.8
C 1.762826 -0.595961 -0.961020 0.0 -0.3 -0.6
C 0.802065 -0.513714 0.085367 -0.1 -0.4 -0.6
N -0.400859 -1.129966 -0.102174 0.0 0.5 0.9
H 2.619029 -6.490363 0.061914 0.3 0.2 0.2
H 3.100314 -6.130896 1.754550 0.1 0.1 -0.3
H 3.925754 -5.281364 0.383275 -0.2 -0.4 0.2
H 0.946545 -5.197245 -0.646100 -0.4 0.2 -0.1
H -0.587110 -5.685513 0.900966 -0.1 0.4 0.4
H -0.327481 -4.113595 1.783794 0.4 -0.2 -0.3
H -2.124127 -4.781959 -0.452024 0.2 0.4 0.0
H -1.204362 -3.332894 -0.831779 0.1 0.1 0.5
H -3.581123 -3.569092 0.680777 0.3 0.2 0.3
H -2.397218 -3.550681 1.980019 0.0 0.4 -0.2
H -3.017652 -1.335229 -0.162625 0.2 -0.6 0.5
H -3.215851 -1.257657 1.606899 0.0 -0.2 -0.4
H -1.605313 -0.286783 2.922607 0.3 0.0 -0.2
H 2.663022 1.413375 2.205614 -0.4 -0.2 -0.1
H 4.240463 1.266769 0.384650 -0.3 -0.1 0.1
H 3.690445 -0.101087 -1.692783 -0.1 0.2 0.3
H 1.519177 -1.149893 -1.870783 -0.2 0.1 0.4
C -5.597389 0.501086 -6.219105 -0.2 0.1 0.2
C -4.523016 -0.323587 -5.536701 -0.3 -0.2 -0.7
O -4.048939 0.304270 -4.332872 0.0 0.0 0.3
S -4.940100 0.176951 -3.015937 0.7 0.2 0.1
C -3.716428 0.719111 -1.871632 0.1 0.0 0.0
O -5.223809 -1.204594 -2.776397 -0.3 0.0 -0.1
O -5.987181 1.154311 -3.069908 -0.2 -0.3 0.1
H -6.511023 0.525557 -5.624530 0.0 0.0 0.0
H -5.838756 0.078594 -7.195034 0.1 0.0 0.0
H -5.266704 1.532646 -6.349559 0.1 0.0 -0.1
H -4.874069 -1.335484 -5.326124 0.0 0.1 0.2
H -3.659358 -0.412240 -6.194382 0.2 0.1 0.3
H -2.891713 0.010034 -1.878561 0.0 0.0 -0.1
H -4.175672 0.753085 -0.885222 -0.1 0.0 -0.1
H -3.377861 1.711477 -2.158732 0.0 0.0 0.0
C -5.946207 4.724438 -2.985230 0.1 0.3 0.1
C -4.867147 3.982693 -3.747847 -0.6 -0.2 0.5
O -4.311069 4.790118 -4.804604 0.3 0.1 -0.1
S -3.235834 5.900356 -4.415011 -0.3 -0.3 -0.6
C -2.650514 6.216300 -6.047401 0.0 0.0 -0.1
O -2.191890 5.285673 -3.651538 -0.1 0.1 0.2
O -3.918759 7.061408 -3.936590 0.2 0.0 0.2
H -5.526109 5.554239 -2.415835 0.0 0.0 0.0
H -6.446828 4.051895 -2.288131 0.0 -0.1 -0.1
H -6.683776 5.142732 -3.670802 0.0 -0.1 0.0
H -4.081079 3.631848 -3.077232 0.2 0.2 -0.1
H -5.302540 3.107261 -4.221383 0.2 0.1 -0.3
H -2.186687 5.312902 -6.434950 0.0 0.0 0.0
H -1.918809 7.019230 -5.985372 0.0 0.0 0.1
H -3.489365 6.521057 -6.668207 0.0 0.0 0.0
C 5.710490 -6.787450 7.477336 -0.1 -0.2 -0.2
C 4.773619 -5.607425 7.650163 0.4 -0.3 0.5
O 4.261632 -5.140228 6.391892 -0.2 0.1 -0.1
S 3.063532 -5.954941 5.717835 0.2 0.7 -0.2
C 2.614641 -4.742816 4.523592 0.1 0.0 0.1
O 2.007651 -6.095938 6.675051 0.1 -0.3 0.1
O 3.605291 -7.094267 5.039967 -0.2 -0.2 0.1
H 5.171224 -7.669786 7.132606 0.0 0.0 0.0
H 6.192461 -7.032356 8.424746 0.0 0.1 0.0
H 6.477221 -6.564963 6.734563 0.0 0.1 0.1
H 3.953743 -5.849187 8.329306 -0.1 0.0 -0.2
H 5.318306 -4.771146 8.086919 -0.1 0.2 -0.2
H 2.263233 -3.852413 5.038137 0.0 0.0 0.0
H 1.819472 -5.159732 3.910903 0.0 -0.1 0.1
H 3.479666 -4.517545 3.906754 0.0 0.0 0.0
C 1.962668 6.018187 -0.589510 0.0 -0.2 0.2
C 3.413318 6.459064 -0.620899 -0.5 0.0 -0.6
O 3.999545 6.472307 0.693846 0.3 -0.1 0.2
S 4.464107 5.081918 1.320454 0.1 0.6 0.3
C 5.428780 5.746710 2.637123 0.0 0.1 0.0
O 5.332482 4.420546 0.393630 -0.2 -0.2 -0.1
O 3.323899 4.419871 1.872892 0.1 -0.3 -0.1
H 1.877292 4.966743 -0.314086 0.0 0.0 0.0
H 1.503285 6.150486 -1.569741 0.1 0.1 0.0
H 1.401049 6.593176 0.147272 0.0 0.1 -0.1
H 4.002542 5.833901 -1.294424 0.1 -0.1 0.2
H 3.475893 7.481207 -0.992215 0.2 0.0 0.3
H 6.261382 6.303980 2.215646 0.0 0.0 0.0
H 5.795515 4.911722 3.230634 -0.1 -0.1 -0.1
H 4.797269 6.389845 3.245042 0.0 0.0 0.0
```
Forces are in eV/Å.

Record 2
Below is a structure of composition C3H12KN6O3, with properties calculated with ωB97M-V with the def2-TZVPD basis set.

Properties
ΔE to the lowest compared entry with this formula, charge and spin, eV: 4.269
Net charge: +1
HOMO-LUMO gap, eV: 8.013
Multiplicity: 1

```
25
Properties=species:S:1:pos:R:3:forces:R:3
K -2.412598 1.270683 -1.800144 0.2 0.0 0.1
C -3.652708 3.636913 4.050286 0.2 -1.7 -5.7
O -3.389418 3.273303 2.906366 0.4 0.0 -0.7
N -3.307958 3.045043 5.110006 2.2 -2.5 5.6
N -4.446658 4.605863 4.331296 -3.8 5.1 0.3
H -2.714898 2.230793 5.183346 -0.1 0.5 -0.1
H -3.460378 3.697143 5.866066 0.8 -1.2 0.9
H -4.918648 5.130843 3.608976 0.4 -0.3 0.0
H -4.881748 4.674903 5.240156 0.1 0.1 -0.3
C -0.338888 -4.843037 -2.786624 0.1 5.9 0.6
O -0.570828 -3.657147 -2.492694 -1.0 0.0 -0.5
N -0.004508 -5.215447 -3.992234 0.6 -1.6 -2.7
N -0.195458 -5.718017 -1.859814 0.3 -3.9 2.5
H 0.268302 -4.538547 -4.690424 -0.1 -0.3 0.3
H 0.291002 -6.179967 -4.042024 0.0 0.3 -0.9
H -0.627528 -5.611927 -0.953084 0.4 -0.1 -0.3
H 0.378882 -6.501167 -2.137114 -0.5 -0.4 1.0
C 3.755292 1.573663 -1.469494 -0.7 0.4 0.2
O 2.687722 2.041953 -1.636974 -4.4 2.3 -1.2
N 3.938852 0.332533 -1.270064 1.7 -6.4 1.2
N 4.864472 2.256193 -1.419294 3.4 3.3 -0.5
H 3.242742 -0.399257 -1.274374 0.0 0.6 0.1
H 4.900422 0.080443 -1.091374 -0.5 -0.8 -0.1
H 5.755612 1.796373 -1.298704 -0.2 0.2 -0.3
H 4.838922 3.017873 -2.082074 0.4 0.3 0.4
```
Forces are in eV/Å.

Record 3
Below is a structure of composition C22H28BrMgN6O, with properties calculated with ωB97M-V with the def2-TZVPD basis set.

Properties
Net charge: +1
HOMO-LUMO gap, eV: 7.077
Multiplicity: 1

```
59
Properties=species:S:1:pos:R:3:forces:R:3
Mg 0.229327 0.142202 -0.377927 -0.2 -0.1 0.1
N -1.429197 -1.243299 -1.025961 -0.3 0.1 -0.5
C -1.522915 -0.905124 -2.463828 0.1 0.0 0.1
C -0.176944 -1.168934 -3.133722 0.0 0.1 0.1
N 0.968009 -0.594585 -2.378256 0.0 -0.2 -0.4
C 2.021091 -1.611095 -2.131732 -0.1 0.0 0.0
C 1.592154 -2.723087 -1.188160 -0.1 0.1 0.0
N 1.139548 -2.152132 0.089172 0.2 -0.1 -0.1
C 1.569935 0.538295 -3.115507 -0.1 0.0 0.2
C 0.740421 1.801527 -2.965411 0.0 -0.1 0.1
N 0.605905 2.063696 -1.523631 0.0 0.1 -0.3
H -1.277746 -2.242406 -0.933397 0.1 0.0 0.1
H -2.309780 -1.045652 -0.561399 0.0 0.0 0.0
H -1.778210 0.154111 -2.536759 0.0 0.0 0.0
H -2.298425 -1.461560 -2.992796 -0.1 0.0 0.0
H -0.205458 -0.761841 -4.147184 0.0 0.0 0.0
H -0.032444 -2.245411 -3.241063 0.0 0.0 0.0
H 2.860215 -1.087452 -1.670902 0.0 0.0 0.0
H 2.367857 -2.040649 -3.079117 0.0 0.0 0.0
H 2.437694 -3.406035 -1.078903 0.0 -0.1 0.0
H 0.779190 -3.312587 -1.617280 0.0 0.0 0.0
H 1.944562 -1.862406 0.637769 0.0 0.0 0.0
H 0.669827 -2.856716 0.647578 0.0 0.0 0.0
H 1.716487 0.286576 -4.169938 0.0 0.0 0.0
H 2.552882 0.726683 -2.680257 0.0 0.0 0.0
H -0.253557 1.666238 -3.399969 0.0 0.0 0.0
H 1.223314 2.612511 -3.513310 0.0 0.0 0.0
H 0.048216 2.888341 -1.333697 0.0 0.0 -0.1
H 1.526229 2.238306 -1.126909 0.0 0.0 0.1
Br 4.975711 -0.563641 5.349001 0.0 0.0 0.0
C 4.019047 -0.202053 3.758791 0.1 0.0 0.0
C 4.717757 0.118983 2.586438 0.0 0.0 0.0
C 4.040256 0.389835 1.424011 0.0 0.0 0.0
C 2.626861 0.340349 1.359286 -0.2 0.0 0.0
O 2.000669 0.590224 0.255846 0.7 0.1 0.1
C 1.935456 0.006776 2.560520 0.0 0.0 0.0
C 0.500026 0.009117 2.649964 0.1 0.1 0.0
N -0.327454 0.109991 1.664792 -0.3 -0.1 0.4
C -1.711950 0.167132 1.963375 0.1 0.0 0.0
C -2.320459 -0.458256 3.020326 0.0 -0.1 0.1
C -3.698327 -0.289160 3.276057 0.0 0.0 0.0
C -4.463842 0.504068 2.473200 0.0 0.0 0.0
C -3.880704 1.128693 1.344750 0.0 0.0 0.0
C -4.612858 1.955891 0.461223 0.0 0.0 0.0
C -3.988027 2.509958 -0.615785 0.0 0.0 0.0
C -2.631781 2.201053 -0.837984 0.0 0.0 -0.1
N -1.909977 1.440713 -0.052661 -0.2 0.0 0.3
C -2.512576 0.933152 1.066580 0.1 0.1 -0.1
C 2.655135 -0.242425 3.749083 -0.1 0.0 0.0
H 5.799074 0.157394 2.606224 0.0 0.0 0.0
H 4.578359 0.651354 0.520965 0.0 0.0 0.0
H 0.104128 -0.044959 3.667020 0.0 0.0 0.0
H -1.740387 -1.094983 3.676751 0.0 0.0 0.0
H -4.141044 -0.789281 4.127293 0.0 0.0 0.0
H -5.516031 0.658180 2.676299 0.0 0.0 0.0
H -5.663066 2.139694 0.654071 0.0 0.0 0.0
H -4.512573 3.157526 -1.304255 0.0 0.0 0.0
H -2.143223 2.590876 -1.727790 0.0 0.0 0.0
H 2.113614 -0.473716 4.659102 0.0 0.0 0.0
```
Forces are in eV/Å.

Record 4
Below is an isolated molecule of Cl2H2Si, with properties calculated with ωB97M-V with the def2-TZVPD basis set.

Properties
ΔE to the lowest compared entry with this formula, charge and spin, eV: 0.000
Net charge: 0
HOMO-LUMO gap, eV: 12.255
SMILES: Cl[SiH2]Cl
Multiplicity: 1

```
5
Properties=species:S:1:pos:R:3:forces:R:3
Cl 1.702822 0.565575 0.798844 -0.9 -0.1 -0.2
Si -0.192421 0.094575 0.019610 1.2 -0.9 0.6
Cl 0.151834 -1.652148 -1.070060 -0.4 0.6 0.4
H -0.522189 1.147498 -0.912454 -0.3 0.3 -0.2
H -1.140046 -0.155500 1.164060 0.4 0.1 -0.7
```
Forces are in eV/Å.

Record 5
Below is a cluster of 2 separate species, C6H14NO in total, with properties calculated with ωB97M-V with the def2-TZVPD basis set.

Properties
ΔE to the lowest compared entry with this formula, charge and spin, eV: 1.084
Net charge: +2
HOMO-LUMO gap (alpha / beta), eV: 8.298 / 5.554
Multiplicity: 2

```
22
Properties=species:S:1:pos:R:3:forces:R:3
C 0.360284 2.022357 -2.143199 0.5 0.2 -0.6
C -0.496602 0.954261 -2.219800 -1.1 -0.8 0.6
C -0.233903 -0.436590 -2.095772 0.9 0.4 0.3
C -1.250856 -1.320783 -1.785492 -0.8 0.2 -0.3
H 1.422289 1.944336 -1.907354 -0.1 -0.2 -0.3
H -0.021788 3.017952 -2.355838 0.0 0.0 0.2
H -1.566193 1.182562 -2.247614 0.2 0.2 -0.3
H 0.781743 -0.829623 -2.153314 -0.1 0.1 -0.3
H -1.142094 -2.398714 -1.806333 0.2 0.0 0.2
H -2.239744 -0.934240 -1.527689 0.1 -0.1 -0.2
C -0.251423 -0.743541 2.088939 0.5 -0.4 0.8
O 0.300964 -1.811934 2.830984 -0.4 0.3 -0.6
C 0.888040 -0.064203 1.340409 -0.3 -0.3 -0.1
N 0.484086 1.344352 0.975623 0.8 0.3 0.0
H -0.666707 -0.062733 2.829118 -0.1 0.1 0.1
H -1.063987 -1.037974 1.418364 0.0 -0.1 -0.1
H 0.507371 -2.544460 2.239545 0.0 -0.2 0.2
H 1.773780 -0.017962 1.973699 -0.1 0.1 -0.1
H 1.106355 -0.625467 0.436874 0.3 0.2 -0.2
H 0.357350 1.851558 1.857597 -0.4 0.2 -0.2
H -0.336067 1.406766 0.375444 -0.4 -0.1 0.5
H 1.206288 1.842867 0.447348 0.2 -0.1 0.4
```
Forces are in eV/Å.

Record 6
Below is a structure of composition C20H18N2O12Tb, with properties calculated with ωB97M-V with the def2-TZVPD basis set.

Properties
ΔE to the lowest compared entry with this formula, charge and spin, eV: 0.811
Net charge: -1
HOMO-LUMO gap (alpha / beta), eV: 6.886 / 6.840
Multiplicity: 7

```
53
Properties=species:S:1:pos:R:3:forces:R:3
Tb 0.263039 0.328730 -0.052652 -1.1 -2.4 0.0
O 2.945828 0.834988 2.404079 0.0 -0.1 -0.1
C 2.672068 0.610538 1.238165 1.4 0.4 0.3
O 2.048999 -0.422317 0.776385 1.3 -0.5 0.7
C 3.182464 1.596193 0.140772 -0.3 -0.3 0.1
C 3.207506 0.896923 -1.229883 0.6 0.2 0.1
C 3.994421 1.724572 -2.252505 -0.1 0.0 0.0
C 2.997736 2.870850 -2.549760 0.0 -0.1 0.1
C 1.835825 2.515337 -1.617368 0.3 0.6 -0.1
O 1.840902 1.063983 -1.669417 0.3 0.2 -0.4
C 2.229548 2.802181 -0.147523 -0.3 -0.1 0.2
C 0.951662 2.983632 0.743351 0.7 1.1 0.1
O 0.561208 4.126171 0.898877 0.0 -0.2 0.0
O 0.397736 1.920352 1.223601 0.0 2.0 1.4
H 4.163265 1.940194 0.460861 0.0 0.0 0.0
H 3.467012 -0.154934 -1.183104 -0.1 0.0 0.0
H 4.200434 1.134810 -3.144978 0.0 0.0 0.0
H 4.941234 2.071798 -1.840580 0.0 0.0 0.0
H 2.662356 2.852022 -3.585664 0.0 0.0 0.0
H 3.394569 3.860519 -2.330325 0.0 0.0 0.0
H 0.875289 2.915543 -1.918273 -0.1 -0.1 0.0
H 2.747692 3.754016 -0.079374 0.0 0.0 0.0
O -2.608236 -0.057181 -5.572932 0.0 0.0 -0.1
C -2.042936 0.020508 -4.513329 -0.1 0.0 -0.2
C -1.507752 -1.133686 -3.691242 0.1 -0.2 0.1
O -1.511817 -2.302862 -4.009739 0.0 0.0 0.0
C -0.994482 -0.539653 -2.450584 -0.1 0.4 -0.3
C -1.198468 0.857495 -2.462425 -0.1 -0.4 -0.2
O -0.892009 1.619204 -1.447624 -0.6 0.7 -1.1
C -1.759349 1.290612 -3.737999 0.0 0.2 0.1
O -1.960935 2.424642 -4.121913 0.0 0.0 0.0
O -0.427422 -1.160859 -1.473945 -0.8 -1.1 -1.2
C -3.516495 -0.013635 -0.039975 0.0 -0.2 0.1
O -2.283917 0.494420 0.453543 -0.1 0.3 0.0
H -3.787835 0.445704 -0.991042 0.0 0.0 0.0
H -4.309007 0.185890 0.684660 0.0 0.0 0.0
H -3.434272 -1.092587 -0.187919 0.0 0.0 0.0
H -1.996579 1.207847 -0.154960 -0.5 0.2 0.1
N -2.466512 -3.862817 5.475591 0.0 0.0 0.0
C -2.029820 -4.302796 4.267027 0.0 -0.1 0.1
O -2.087200 -5.475546 3.952681 0.0 0.1 0.0
C -1.473697 -3.261158 3.333534 0.1 0.1 -0.2
C -1.062886 -3.684675 2.076305 -0.1 0.0 0.1
C -0.570883 -2.754930 1.177209 0.0 0.0 -0.1
N -0.468954 -1.460058 1.470327 -0.3 -0.5 0.4
C -0.838086 -1.051661 2.681919 0.1 0.0 0.0
C -1.347780 -1.910438 3.639291 0.0 -0.1 0.0
H -2.832410 -4.540562 6.119705 0.0 0.0 0.0
H -2.413863 -2.903792 5.756588 0.0 0.0 0.0
H -1.145707 -4.730254 1.817482 0.0 0.0 0.0
H -0.265448 -3.042290 0.178585 0.0 0.0 0.0
H -0.714456 0.005691 2.889358 0.0 0.0 0.0
H -1.631560 -1.496691 4.597131 0.0 0.0 0.0
```
Forces are in eV/Å.